The following is a DFT calculation (ωB97M-V/def2-TZVPD) of a structure of composition C44H31Cl5CoF9N3O2P at a distorted geometry.

Values from the calculation:
**Frontier orbital gap (spin up / spin down)**: 7.426 / 7.375 eV
**ΔE to the lowest compared entry with this formula, charge and spin**: 0.000 eV

```
! wB97M-V def2-TZVPD RIJCOSX def2/J DEFGRID3
* xyz -1 2
Co -1.87501 0.48839 1.54169
O -1.97641 -4.77812 2.34444
C -0.65796 -4.88227 2.14796
C -0.13800 -6.12492 1.76651
C 1.21711 -6.28219 1.56007
C 2.08954 -5.20722 1.72452
C 1.57574 -3.97635 2.08915
C 0.20930 -3.78636 2.30322
C -0.36420 -2.43744 2.62553
O -1.57484 -2.34597 2.91788
N 0.52337 -1.42982 2.62514
N -0.05034 -0.21018 2.65813
C 0.64331 0.72186 3.19481
C 0.08344 2.05950 3.20457
C 0.79201 3.14429 3.71814
C 0.18635 4.38553 3.75155
C -1.11332 4.50609 3.28112
C -1.73774 3.37792 2.77537
N -1.15854 2.18040 2.72226
H -2.12520 -3.81962 2.59681
H -0.82911 -6.94868 1.64233
H 1.60170 -7.25146 1.26507
H 3.15218 -5.33135 1.56157
H 2.22730 -3.12154 2.21243
H 1.60253 0.51867 3.66364
H 1.79961 2.99389 4.08267
H 0.71604 5.24572 4.14093
H -1.63847 5.45035 3.29450
H -2.75152 3.43395 2.39859
Cl -2.29034 2.95959 -0.55023
C -3.70835 2.40220 0.30234
C -3.54064 1.37447 1.22078
C -4.68818 1.01258 1.92000
Cl -4.52487 -0.23697 3.11748
C -5.93201 1.59403 1.70138
Cl -7.32044 1.08480 2.59516
C -6.05795 2.59787 0.74182
Cl -7.59403 3.33069 0.43987
C -4.93033 3.01416 0.03963
Cl -5.06404 4.27360 -1.13772
F 7.50334 2.07305 0.91664
C 6.99803 0.83141 1.06358
F 7.74173 0.02792 0.27613
F 7.23613 0.45907 2.33160
C 5.54215 0.77549 0.70712
C 4.63390 0.12764 1.52697
C 3.29349 0.08029 1.16535
C 2.86040 0.67003 -0.01815
C 3.78958 1.30318 -0.84397
C 5.12293 1.36214 -0.48352
P 1.06832 0.45764 -0.40514
C 1.25561 -1.00589 -1.50197
C 1.65959 -0.97714 -2.83759
C 1.79511 -2.15518 -3.54800
C 1.54371 -3.37425 -2.92305
C 1.16486 -3.41949 -1.59327
C 1.01848 -2.22919 -0.89358
C 1.68375 -4.63187 -3.72942
F 0.75764 -4.70787 -4.70762
F 1.56248 -5.74200 -2.98878
F 2.88397 -4.69926 -4.34631
C 0.74022 1.82561 -1.57349
C -0.11359 1.65681 -2.65973
C -0.50613 2.74175 -3.43160
C -0.05755 4.01078 -3.11221
C 0.77448 4.20239 -2.01421
C 1.16491 3.11880 -1.25189
C -0.46028 5.20572 -3.92282
F 0.61390 5.82945 -4.45661
F -1.09648 6.12970 -3.17898
F -1.27330 4.89243 -4.94297
H 4.96524 -0.33503 2.44659
H 2.57596 -0.44276 1.79239
H 3.47056 1.75625 -1.77370
H 5.84084 1.85813 -1.12443
H 1.86550 -0.03365 -3.32759
H 2.10203 -2.13480 -4.58625
H 0.97485 -4.36177 -1.09619
H 0.71246 -2.25784 0.14174
H -0.50189 0.67430 -2.89816
H -1.17774 2.59764 -4.26645
H 1.10631 5.19998 -1.75501
H 1.79914 3.27907 -0.38824
C -2.25891 -1.62233 -2.18719
C -2.85231 -0.64427 -1.16995
C -4.37685 -0.73963 -1.23849
C -2.32222 -0.92201 0.24824
H -2.65519 -1.44973 -3.19322
H -2.50030 -2.65021 -1.90004
H -1.16961 -1.55095 -2.23178
H -2.57087 0.37103 -1.48535
H -4.69288 -1.76199 -1.01093
H -4.74854 -0.48474 -2.23540
H -4.86060 -0.07756 -0.51990
H -1.38199 -1.49480 0.17183
H -3.02205 -1.59155 0.76391
*
```


The following is a DFT calculation (ωB97M-V/def2-TZVPD) of a structure of composition C44H32FeIN3O2PS at a distorted geometry.

Values from the calculation:
**Frontier orbital gap (spin up / spin down)**: 5.696 / 6.153 eV
**ΔE to the lowest compared entry with this formula, charge and spin**: 1.373 eV

```
! wB97M-V def2-TZVPD RIJCOSX def2/J DEFGRID3
* xyz 1 5
Fe 0.08985 1.41753 0.92852
I -0.43499 1.88809 -1.89890
C -0.04584 0.72650 -3.63595
C -0.72355 1.11211 -4.76443
C -0.45919 0.49268 -5.98939
C 0.49913 -0.47643 -6.05352
C 1.18033 -0.90710 -4.89763
C 2.14938 -1.92218 -5.01022
C 2.78663 -2.39228 -3.90016
C 2.45716 -1.87420 -2.64660
C 1.55420 -0.84459 -2.47754
P 1.35752 -0.33385 -0.67922
C 1.22087 -2.05934 -0.07381
C -0.00608 -2.61159 -0.44674
C -0.32335 -3.91288 -0.11732
C 0.59988 -4.68704 0.56873
C 1.81716 -4.14427 0.94389
C 2.12542 -2.82522 0.65098
C 3.02429 0.42820 -0.50505
C 4.23981 -0.25074 -0.50555
C 5.43066 0.45342 -0.42857
C 5.42799 1.83573 -0.36125
C 4.22386 2.52105 -0.32550
C 3.03245 1.82076 -0.38567
C 0.89719 -0.32083 -3.62148
H -1.45310 1.90546 -4.71624
H -0.99585 0.80467 -6.86952
H 0.75820 -0.93517 -6.99467
H 2.36709 -2.32394 -5.98804
H 3.53216 -3.16923 -3.97234
H 2.93047 -2.31756 -1.78546
H -0.70553 -1.99840 -1.00582
H -1.27584 -4.32904 -0.41031
H 0.36906 -5.71434 0.80655
H 2.53862 -4.75704 1.46358
H 3.06410 -2.41002 0.98625
H 4.28392 -1.32674 -0.55026
H 6.36908 -0.08186 -0.42542
H 6.36024 2.37760 -0.32071
H 4.21710 3.59832 -0.24654
H 2.09375 2.36523 -0.30210
S -1.28153 1.98383 4.59035
C 0.38315 1.90704 4.99168
C 1.21249 2.03070 3.91677
C 0.51181 2.17967 2.70277
C -0.85399 2.24063 2.90722
C -1.69141 2.94893 1.98816
C -2.92713 3.51820 2.31743
C -3.47732 4.45566 1.46925
C -2.78642 4.79802 0.31264
C -1.61190 4.13180 0.02221
N -1.07823 3.21071 0.82030
H 0.66532 1.77801 6.01748
H 2.28250 2.02640 4.00815
H -3.41337 3.23993 3.23795
H -4.41198 4.93679 1.70703
H -3.14728 5.56027 -0.35635
H -1.06308 4.37154 -0.87793
O -7.57822 -1.58452 -0.41818
C -6.82428 -0.51693 -0.72575
O -7.27527 0.36757 -1.40301
C -5.42711 -0.48001 -0.20653
C -4.68346 0.67374 -0.46805
C -3.39190 0.80685 -0.02297
C -2.75422 -0.22208 0.68878
C -3.49615 -1.40049 0.90674
C -4.80342 -1.51384 0.49274
N -1.46238 -0.03760 1.12371
C -0.96261 -0.87944 2.02407
C 0.36882 -0.86809 2.42847
C 0.84401 -1.80471 3.38241
C 2.15336 -1.79205 3.75780
C 2.99650 -0.79463 3.22872
C 2.48167 0.08885 2.31689
N 1.22157 0.04310 1.86252
H -7.12278 -2.22258 0.14451
H -5.16091 1.46565 -1.02418
H -2.85957 1.72302 -0.21250
H -3.05038 -2.24813 1.40178
H -5.32502 -2.43522 0.72178
H -1.59660 -1.61802 2.49555
H 0.15172 -2.52761 3.78553
H 2.54345 -2.51829 4.45163
H 4.03051 -0.72880 3.52493
H 3.09676 0.88463 1.93094
*
```


The following is a DFT calculation (ωB97M-V/def2-TZVPD) of a structure of composition C44H33Cl7CoGeNO5SSe.

Values from the calculation:
**Frontier orbital gap**: 6.023 eV
**ΔE to the lowest compared entry with this formula, charge and spin**: 0.000 eV

```
! wB97M-V def2-TZVPD RIJCOSX def2/J DEFGRID3
* xyz -2 1
Co -0.77979 0.15978 -0.12427
Cl 5.52025 -1.52622 -1.38511
C 4.10238 -0.75364 -0.74663
C 4.17517 0.02631 0.38831
Cl 5.69113 0.24304 1.21211
C 3.01652 0.63656 0.89892
Cl 3.07576 1.62579 2.32487
C 1.78500 0.46535 0.28528
O 0.67779 1.02460 0.68368
C 1.70442 -0.38032 -0.86726
O 0.51321 -0.55857 -1.35652
C 2.86305 -0.94468 -1.38042
Cl 2.70993 -1.95007 -2.78498
Se -2.53103 0.90025 1.27108
C -1.69908 2.03999 2.56270
C -0.50675 1.71809 3.20986
C -0.01090 2.56926 4.18088
N -0.60469 3.69729 4.58059
C -1.74833 3.99392 3.96604
C -2.32095 3.22045 2.97026
H 0.03247 0.82213 2.94103
H 0.92472 2.32443 4.67349
H -2.23674 4.91203 4.28366
H -3.25019 3.53193 2.50825
O -0.16035 -1.47074 1.36964
S -1.02447 -2.68963 1.33463
C -0.04099 -3.87414 0.36060
C 1.28976 -4.19863 0.95623
C 1.53709 -5.45866 1.49524
C 2.75194 -5.74596 2.09989
C 3.73434 -4.76776 2.17626
C 3.49636 -3.50894 1.64207
C 2.28286 -3.22542 1.03337
C -0.87505 -3.43120 2.99987
C -0.86798 -2.34347 4.02960
C 0.34083 -1.89043 4.54234
C 0.36718 -0.86064 5.47109
C -0.81664 -0.26996 5.88490
C -2.02457 -0.69803 5.35256
C -2.04938 -1.72848 4.42816
H 0.03672 -3.32668 -0.58190
H -0.65543 -4.75938 0.20004
H 0.76818 -6.22161 1.43761
H 2.92995 -6.73145 2.51136
H 4.68381 -4.98646 2.64797
H 4.25400 -2.73774 1.69137
H 2.09321 -2.24026 0.63043
H 0.03403 -4.02806 3.05557
H -1.74889 -4.07663 3.10414
H 1.26594 -2.32985 4.18939
H 1.31622 -0.50070 5.84572
H -0.79687 0.55620 6.58296
H -2.94484 -0.20227 5.62921
H -2.98906 -2.03451 3.98538
C -1.74199 3.63988 -0.75237
Ge -1.13789 1.94394 -1.54015
C 0.37667 2.62302 -2.63175
C 1.70486 2.64863 -2.21392
C 2.70292 3.20435 -3.00526
C 2.38991 3.76027 -4.23558
C 1.06969 3.76841 -4.66105
C 0.08046 3.20892 -3.86472
C -2.48258 1.44159 -2.90465
C -3.75726 1.92901 -2.79054
C -4.74464 1.67038 -3.76973
C -4.44024 0.93525 -4.87474
C -3.14358 0.38385 -5.03012
C -2.81229 -0.41320 -6.15456
C -1.57479 -0.97564 -6.27276
C -0.61397 -0.78229 -5.25570
C -0.90764 -0.01927 -4.16334
C -2.17220 0.61284 -4.02769
H -1.72899 4.40726 -1.52873
H -1.06340 3.93035 0.04912
H -2.74000 3.54950 -0.33137
H 1.97668 2.24301 -1.25196
H 3.72861 3.19517 -2.65558
H 3.16816 4.18513 -4.85926
H 0.80986 4.20124 -5.62091
H -0.94357 3.21050 -4.22203
H -4.03107 2.51910 -1.92544
H -5.74763 2.05565 -3.62878
H -5.18842 0.73233 -5.63392
H -3.57089 -0.58065 -6.91181
H -1.33460 -1.58917 -7.13383
H 0.35075 -1.26905 -5.32177
H -0.18577 0.06336 -3.35931
Cl -4.94374 -2.59034 -2.86181
C -3.49722 -2.72214 -1.85241
Cl -3.84892 -3.93309 -0.55838
Cl -2.15819 -3.31978 -2.83175
C -3.18136 -1.35149 -1.11791
O -4.14313 -0.68201 -0.82502
O -1.95447 -1.22543 -0.86702
*
```


The following is a DFT calculation (ωB97M-V/def2-TZVPD) of a structure of composition C44H33ClN5O10RbS at a distorted geometry.

Values from the calculation:
**Frontier orbital gap**: 6.295 eV
**ΔE to the lowest compared entry with this formula, charge and spin**: 0.000 eV

```
! wB97M-V def2-TZVPD RIJCOSX def2/J DEFGRID3
* xyz -2 1
Rb 0.36437 0.08674 0.20500
O -0.53685 4.15861 -7.37188
N -0.13213 3.09441 -6.95643
O 0.40762 2.28969 -7.67691
C -0.30578 2.77623 -5.51953
C -0.86169 3.76063 -4.78381
C -1.13575 3.59910 -3.40184
C -1.69060 4.63064 -2.61815
C -1.92545 4.40533 -1.29409
C -1.62000 3.13670 -0.76460
N -1.09550 2.16357 -1.47949
C -0.83393 2.38839 -2.77718
C -0.17605 1.33799 -3.54372
N 0.16685 0.23423 -2.85444
C 0.77626 -0.75079 -3.47319
C 1.07561 -0.69269 -4.84082
C 0.73806 0.42270 -5.55966
C 0.09008 1.50703 -4.91974
H -1.10000 4.69673 -5.26634
H -1.90252 5.59210 -3.07672
H -2.32419 5.17975 -0.65019
H -1.80436 2.91361 0.28590
H 1.06095 -1.60632 -2.86074
H 1.58655 -1.51888 -5.31921
H 0.97513 0.47678 -6.60369
O -2.96736 -0.05581 1.20635
C -3.25211 -0.88586 2.30831
C -2.82799 -0.21637 3.60546
C -1.30988 -0.07869 3.73548
C -0.54908 -1.38523 3.76587
C -0.92968 -2.45578 4.57396
C -0.14763 -3.59976 4.60109
C 1.00767 -3.65121 3.83447
C 1.31322 -2.54904 3.05192
N 0.55237 -1.44942 3.00683
H -2.56832 -0.64052 0.49258
H -2.73637 -1.84851 2.20124
H -4.32617 -1.10484 2.36186
H -3.24671 -0.77616 4.45124
H -3.26883 0.78587 3.62676
H -1.07031 0.47091 4.65208
H -0.92093 0.51122 2.91104
H -1.82989 -2.39212 5.17648
H -0.43550 -4.44663 5.21561
H 1.64905 -4.52576 3.82750
H 2.20139 -2.54120 2.42565
Cl 1.91235 6.48880 -3.50264
C 1.74793 5.64534 -1.97059
C 1.93568 4.27414 -1.93242
C 1.74359 3.60011 -0.73069
C 1.38868 4.28443 0.42842
C 1.24321 5.66646 0.36630
C 1.40769 6.35693 -0.83158
C 1.10471 3.54774 1.75456
O 1.22602 4.24243 2.78355
O 0.76541 2.33111 1.63200
H 2.21455 3.73922 -2.83531
H 1.87206 2.52274 -0.69355
H 0.99148 6.18966 1.28159
H 1.27029 7.43103 -0.88699
C -5.84117 -7.20239 -3.98816
C -5.00235 -8.46324 -4.00599
O -5.44108 -9.50831 -4.42742
S -3.30461 -8.46632 -3.44111
C -2.98389 -6.87645 -2.73016
C -2.33530 -5.89932 -3.47937
C -2.06067 -4.65885 -2.92048
C -2.42379 -4.35752 -1.59804
C -3.06557 -5.36547 -0.85555
C -3.32803 -6.61044 -1.40597
C -2.13456 -3.07866 -1.02181
C -1.90191 -1.96915 -0.52904
H -6.12882 -6.98488 -5.01909
H -5.33319 -6.34489 -3.56695
H -6.75260 -7.40475 -3.42348
H -2.05351 -6.11431 -4.50492
H -1.55657 -3.89691 -3.50260
H -3.33833 -5.15783 0.17177
H -3.80387 -7.38277 -0.81089
O 4.42074 -2.71654 -1.15059
C 3.26386 -2.57011 -0.70502
O 2.54637 -1.52542 -0.66557
C 2.65180 -3.84042 -0.08874
C 3.49895 -4.84210 0.38146
C 2.99020 -5.97416 0.99397
C 1.61373 -6.10719 1.11118
C 0.75040 -5.13863 0.62740
C 1.27739 -4.00246 0.03227
N 1.06036 -7.29362 1.79264
O 1.83716 -8.14333 2.21200
O -0.14951 -7.38848 1.91059
H 4.56586 -4.70442 0.25497
H 3.63209 -6.75216 1.38285
H -0.31370 -5.26970 0.73769
H 0.61284 -3.22408 -0.32035
*
```


The following is a DFT calculation (ωB97M-V/def2-TZVPD) of a structure of composition C44H33F3N3O4SbTi.

Values from the calculation:
**Frontier orbital gap**: 5.101 eV

```
! wB97M-V def2-TZVPD RIJCOSX def2/J DEFGRID3
* xyz 2 1
Ti 0.94099 0.01315 -0.57616
O 1.34461 6.87563 0.68270
C 0.40526 6.09778 0.74325
O -0.68901 6.04528 1.33078
C 0.63120 4.73043 0.01420
C 1.87974 4.10576 0.10043
C 1.94692 2.75084 -0.11173
N 0.86473 2.04843 -0.53359
C -0.31258 2.68518 -0.76013
C -0.46237 4.02141 -0.49246
C -1.39639 1.76265 -1.13429
C -2.65079 2.15209 -1.56043
C -3.59109 1.17386 -1.85214
C -3.25398 -0.16695 -1.71604
C -1.97855 -0.49073 -1.30739
N -1.06147 0.45302 -1.02498
C 3.13569 1.89809 0.08271
C 4.38868 2.35391 0.43976
C 5.41989 1.43484 0.58020
C 5.17707 0.08503 0.36016
C 3.90610 -0.30850 0.00319
N 2.90155 0.57916 -0.13237
H 2.72165 4.70636 0.42133
H -1.42074 4.52111 -0.52694
H -2.88793 3.20116 -1.66378
H -4.57980 1.45719 -2.18752
H -3.96384 -0.95179 -1.93243
H -1.66882 -1.52242 -1.19612
H 4.55983 3.40861 0.60064
H 6.40979 1.77290 0.85617
H 5.96108 -0.65176 0.45671
H 3.66505 -1.34780 -0.18568
F 4.72833 0.17040 6.23039
C 3.74606 0.06909 5.34239
C 3.41867 1.18307 4.58623
C 2.40309 1.07523 3.65197
C 1.72885 -0.13547 3.49892
C 2.07642 -1.24446 4.26932
C 3.09340 -1.14330 5.20465
Sb 0.19766 -0.37170 2.08297
C -0.69814 -2.23708 2.37132
C -0.43790 -3.28414 1.48810
C -1.02525 -4.52148 1.69916
C -1.86347 -4.67891 2.78957
F -2.43071 -5.86154 2.99137
C -2.12823 -3.65455 3.68380
C -1.53434 -2.42232 3.47371
C -1.28895 1.10127 2.34226
C -0.93184 2.44155 2.49245
C -1.90088 3.43249 2.52923
C -3.22560 3.04359 2.41382
F -4.17218 3.97621 2.42775
C -3.61002 1.72005 2.26869
C -2.63034 0.74135 2.22377
H 3.95049 2.11129 4.74423
H 2.14559 1.94808 3.06375
H 1.55775 -2.18858 4.15179
H 3.38317 -1.98125 5.82342
H 0.24432 -3.16681 0.65290
H -0.82813 -5.36020 1.04560
H -2.78252 -3.83437 4.52555
H -1.72914 -1.61485 4.16926
H 0.10688 2.74156 2.57291
H -1.63562 4.48314 2.59867
H -4.66090 1.47361 2.19960
H -2.92080 -0.29590 2.10538
C -2.74214 -1.45191 -6.53549
C -1.80697 -1.74973 -5.40155
C -0.77500 -0.87447 -5.07069
C 0.10699 -1.14454 -4.03739
C 1.23610 -0.16490 -3.80864
C -0.04727 -2.34556 -3.31532
C -1.06081 -3.26248 -3.64585
C -1.24501 -4.57722 -2.93898
C -1.92945 -2.92967 -4.67613
C 0.82866 -2.67111 -2.17751
O 1.29524 -3.70863 -1.84844
O 1.06623 -1.54778 -1.34215
H -2.56728 -0.46244 -6.95217
H -3.78093 -1.51497 -6.21055
H -2.61242 -2.18339 -7.33430
H -0.63944 0.02607 -5.65823
H 1.44208 0.38640 -4.72579
H 2.16511 -0.64271 -3.50295
H 0.96091 0.61844 -3.07716
H -1.04333 -4.51750 -1.87031
H -0.56173 -5.32421 -3.34527
H -2.26088 -4.93886 -3.08324
H -2.71678 -3.62785 -4.93484
*
```


Across the entries above, E_tot takes the values -188686.313 -117317.419 -315877.904 -98101.009 -96616.786 eV, respectively.